Molecular formula: C2H11N2O
Method: DFT, ωB97M-V/def2-TZVPD

```
16
C2H11N2O ωB97M-V/def2-TZVPD
O -1.3071 2.0219 1.6629
N 0.3789 0.9331 -0.3233
N -0.4356 -1.6164 0.3432
C 0.2065 -1.4026 -0.9469
C 1.1622 -0.2304 -0.8026
H -0.1504 1.4293 -1.0375
H -0.5584 -1.1245 -1.6651
H -0.3172 0.6253 0.3753
H 1.8865 -0.4573 -0.0361
H -1.6825 2.8974 1.5030
H 0.7554 -2.2538 -1.3461
H 0.2463 -1.9404 1.0224
H 1.6158 -0.0005 -1.7611
H -1.1875 -2.2851 0.2890
H 0.9499 1.6235 0.1633
H -1.5627 1.7805 2.5595
```

For the LUMO energy, the calculation gives -0.11681 hartree. For the energy, the calculation gives -267.32027 hartree. The value obtained for the orbital gap is 10.85 eV. As for the net charge: +1.

Atom charges from the Mulliken analysis, given in e for atoms 1 to 8: -0.629, -0.320, -0.530, -0.564, -0.581, 0.335, 0.377, 0.467